[1]
Here is a molecular structure, C24H60As7F42N3O3 in a non-equilibrium geometry from the OMol25 dataset. Energies are from ωB97M-V with the def2-TZVPD basis set.

XYZ file:
```
139
Properties=species:S:1:pos:R:3:lowdin_charge:R:1
C 1.726 -12.542 -1.104 -0.049
C 1.836 -12.502 -2.685 -0.127
N 1.517 -13.869 -3.315 -0.227
C 0.069 -14.091 -3.054 -0.031
C 1.645 -13.746 -4.902 -0.095
C 3.135 -13.607 -5.504 -0.022
C 2.405 -15.057 -2.688 -0.004
C 2.338 -16.367 -3.459 -0.229
O 1.023 -16.749 -3.461 -0.213
C 0.603 -17.797 -4.379 -0.037
H 2.285 -13.310 -0.569 0.063
H 0.783 -12.610 -0.562 0.068
H 2.283 -11.659 -0.791 0.079
H 2.833 -12.231 -3.033 0.117
H 1.290 -11.713 -3.204 0.121
H -0.209 -14.908 -3.719 0.090
H -0.537 -13.217 -3.290 0.103
H 0.049 -14.416 -2.013 0.102
H 0.891 -13.059 -5.288 0.115
H 1.310 -14.716 -5.271 0.093
H 3.203 -13.622 -6.592 0.083
H 3.745 -14.468 -5.229 0.052
H 3.537 -12.675 -5.105 0.058
H 1.968 -15.127 -1.692 0.110
H 3.444 -14.725 -2.693 0.115
H 2.765 -17.170 -2.859 0.145
H 3.026 -16.523 -4.290 0.128
H -0.431 -17.625 -4.681 0.080
H 0.780 -18.796 -3.981 0.091
H 1.206 -17.793 -5.287 0.069
C 7.601 -23.210 -5.983 -0.040
C 8.953 -22.984 -6.785 -0.101
N 8.868 -23.412 -8.327 -0.244
C 10.081 -22.894 -8.976 -0.012
C 8.806 -24.970 -8.246 -0.144
C 9.066 -25.725 -9.579 -0.071
C 7.637 -22.939 -9.153 -0.027
C 7.493 -21.358 -9.496 -0.156
O 8.057 -20.585 -8.478 -0.223
C 7.951 -19.173 -8.564 -0.060
H 7.292 -24.245 -5.835 0.066
H 6.823 -22.502 -6.268 0.087
H 7.796 -22.837 -4.978 0.082
H 9.893 -23.257 -6.306 0.123
H 9.045 -21.898 -6.817 0.103
H 10.138 -23.172 -10.028 0.103
H 10.882 -23.225 -8.314 0.121
H 9.991 -21.811 -9.064 0.090
H 7.804 -25.076 -7.831 0.105
H 9.498 -25.360 -7.499 0.129
H 8.449 -25.574 -10.465 0.069
H 9.081 -26.806 -9.435 0.074
H 10.065 -25.405 -9.875 0.065
H 6.755 -23.475 -8.804 0.123
H 7.832 -23.469 -10.085 0.098
H 6.435 -21.159 -9.665 0.128
H 8.065 -21.102 -10.388 0.120
H 8.520 -18.723 -7.751 0.081
H 6.916 -19.014 -8.262 0.084
H 8.306 -18.540 -9.377 0.107
C 10.441 -18.351 -3.189 -0.056
C 9.169 -18.727 -3.960 -0.157
N 8.016 -17.634 -4.011 -0.148
C 6.840 -18.326 -4.781 0.016
C 7.481 -17.401 -2.514 -0.132
C 7.402 -18.538 -1.463 -0.042
C 8.463 -16.290 -4.713 -0.034
C 7.417 -15.194 -4.792 -0.165
O 7.111 -14.825 -3.483 -0.214
C 6.177 -13.794 -3.223 -0.069
H 11.212 -19.121 -3.188 0.078
H 10.236 -17.892 -2.222 0.065
H 10.855 -17.615 -3.878 0.060
H 8.734 -19.642 -3.558 0.106
H 9.420 -18.784 -5.019 0.083
H 6.525 -19.305 -4.420 0.087
H 7.010 -18.355 -5.857 0.078
H 5.984 -17.671 -4.620 0.071
H 6.489 -16.953 -2.580 0.089
H 8.129 -16.606 -2.144 0.111
H 7.024 -18.207 -0.496 0.059
H 8.420 -18.878 -1.277 0.062
H 6.783 -19.312 -1.917 0.059
H 8.788 -16.470 -5.738 0.128
H 9.434 -16.114 -4.250 0.114
H 6.517 -15.728 -5.098 0.104
H 7.650 -14.339 -5.427 0.141
H 5.251 -14.040 -3.743 0.047
H 6.585 -12.849 -3.581 0.082
H 5.970 -13.657 -2.162 0.083
As 3.340 -17.180 -8.236 0.866
F 2.280 -16.000 -7.475 -0.274
F 2.340 -18.492 -7.477 -0.321
F 4.281 -18.535 -8.915 -0.311
F 4.455 -16.000 -8.967 -0.272
F 4.366 -17.340 -6.753 -0.301
F 2.366 -17.135 -9.716 -0.294
As 6.625 -10.250 -5.973 0.927
F 8.021 -11.046 -5.213 -0.266
F 6.301 -11.804 -6.870 -0.320
F 5.249 -9.389 -6.788 -0.341
F 7.178 -8.748 -5.097 -0.327
F 7.578 -9.761 -7.447 -0.326
F 5.476 -10.677 -4.669 -0.312
As 4.459 -22.364 -2.737 0.885
F 4.842 -23.514 -1.403 -0.316
F 2.816 -23.024 -2.812 -0.301
F 4.225 -21.259 -4.137 -0.303
F 6.140 -21.777 -2.590 -0.300
F 4.936 -23.648 -3.994 -0.351
F 3.901 -21.163 -1.575 -0.274
As 10.678 -13.663 -1.105 0.868
F 9.771 -13.236 -2.615 -0.287
F 12.314 -13.568 -1.852 -0.307
F 11.455 -14.120 0.394 -0.298
F 9.175 -13.487 -0.236 -0.280
F 10.411 -15.416 -1.500 -0.301
F 10.975 -11.903 -0.832 -0.331
As 12.304 -19.606 -6.682 0.978
F 11.462 -20.845 -5.735 -0.289
F 13.406 -19.320 -5.263 -0.300
F 13.189 -18.309 -7.638 -0.306
F 11.290 -19.849 -8.214 -0.324
F 11.137 -18.385 -6.105 -0.268
F 13.552 -20.775 -7.395 -0.351
As 5.125 -15.813 0.798 0.906
F 5.432 -15.699 -0.976 -0.272
F 5.307 -14.036 0.965 -0.293
F 4.749 -16.057 2.510 -0.302
F 4.934 -17.613 0.591 -0.310
F 6.855 -16.026 1.118 -0.266
F 3.323 -15.615 0.605 -0.328
As 11.642 -14.070 -6.871 0.879
F 10.785 -15.137 -8.074 -0.327
F 10.072 -13.333 -6.487 -0.283
F 12.328 -13.017 -5.568 -0.308
F 13.233 -14.661 -7.270 -0.285
F 11.998 -12.740 -8.084 -0.341
F 11.399 -15.352 -5.679 -0.278
```

Output
Spin multiplicity: 1
HOMO-LUMO gap in Eh: 0.22621
Lowest unoccupied orbital energy in eV: 4.634
Charge: -4


[2]
Here is a molecular structure, C24H60BaN2O15P3 in a non-equilibrium geometry from the OMol25 dataset. Energies are from ωB97M-V with the def2-TZVPD basis set.

XYZ file:
```
105
Properties=species:S:1:pos:R:3:lowdin_charge:R:1
Ba -0.804 1.715 0.524 1.930
O -2.806 3.064 1.181 -0.751
H -3.770 3.027 1.028 -0.118
C 2.213 -0.293 2.085 -0.301
O 1.499 0.389 1.317 -0.173
N 2.945 -1.333 1.662 -0.153
C 3.713 -2.202 2.575 -0.039
C 2.893 -1.897 0.325 -0.027
H 2.338 -0.043 3.150 0.142
H 3.620 -1.892 3.616 0.081
H 4.780 -2.003 2.475 0.094
H 3.400 -3.239 2.447 0.093
H 3.825 -1.841 -0.238 0.103
H 2.663 -2.958 0.424 0.076
H 2.144 -1.413 -0.302 0.080
C 2.278 3.486 2.042 -0.311
O 1.433 3.333 1.198 -0.121
N 2.747 4.733 2.349 -0.182
C 3.652 4.970 3.437 -0.058
C 2.444 5.915 1.563 -0.040
H 2.781 2.655 2.559 0.136
H 4.451 5.687 3.252 0.097
H 4.052 3.998 3.726 0.084
H 3.031 5.283 4.277 0.096
H 1.757 5.707 0.743 0.086
H 2.007 6.767 2.085 0.097
H 3.355 6.271 1.083 0.091
C 1.462 5.901 -4.870 -0.057
C 1.501 4.386 -4.810 -0.287
O 0.999 3.849 -3.592 -0.197
P 1.560 2.358 -3.078 0.651
O 0.920 1.877 -1.796 -0.368
O 1.386 1.377 -4.399 -0.176
C 0.163 0.648 -4.519 -0.254
C -0.890 1.283 -5.529 -0.039
O 3.196 2.621 -2.868 -0.166
C 3.600 3.319 -1.821 -0.389
C 4.849 4.095 -2.171 -0.053
H 1.406 6.327 -3.868 0.084
H 2.275 6.371 -5.423 0.081
H 0.588 6.189 -5.453 0.074
H 1.088 3.847 -5.663 0.116
H 2.569 4.177 -4.763 0.102
H 0.372 -0.347 -4.912 0.110
H -0.343 0.603 -3.555 0.085
H -1.829 0.767 -5.324 0.077
H -0.966 2.354 -5.341 0.062
H -0.474 1.217 -6.534 0.075
H 2.857 4.037 -1.473 0.115
H 3.812 2.658 -0.981 0.124
H 5.315 4.448 -1.250 0.079
H 5.586 3.488 -2.695 0.083
H 4.641 4.922 -2.850 0.077
C 0.236 -2.396 4.339 -0.037
C -0.402 -0.982 4.786 -0.196
O -1.837 -0.927 4.726 -0.187
P -2.549 -1.020 3.250 0.564
O -1.872 -0.236 2.143 -0.404
O -2.613 -2.663 2.991 -0.215
C -3.187 -3.461 3.989 -0.298
C -2.715 -4.908 3.819 -0.059
O -4.075 -0.680 3.484 -0.143
C -4.918 -0.196 2.445 -0.276
C -5.863 0.922 2.886 -0.056
H 0.515 -2.337 3.287 0.043
H 1.201 -2.644 4.782 0.069
H -0.424 -3.261 4.395 0.057
H -0.112 -0.913 5.835 0.118
H -0.008 -0.172 4.173 0.095
H -2.894 -3.081 4.968 0.115
H -4.264 -3.493 3.819 0.122
H -3.337 -5.471 3.123 0.074
H -1.750 -4.889 3.314 0.063
H -2.799 -5.486 4.740 0.085
H -4.378 0.216 1.593 0.089
H -5.547 -0.958 1.987 0.118
H -6.435 1.390 2.084 0.087
H -6.551 0.558 3.649 0.077
H -5.230 1.683 3.343 0.083
C -4.033 -1.502 -0.803 -0.047
C -3.294 -2.463 -1.775 -0.251
O -2.070 -2.921 -1.234 -0.197
P -0.675 -2.072 -1.403 0.509
O -0.589 -0.729 -0.844 -0.337
O 0.337 -3.138 -0.798 -0.174
C -0.095 -3.883 0.278 -0.325
C -0.078 -5.338 -0.101 -0.057
O -0.384 -2.166 -3.015 -0.175
C -0.203 -3.415 -3.660 -0.276
C -1.253 -3.944 -4.636 -0.052
H -4.064 -2.054 0.137 0.072
H -3.594 -0.510 -0.690 0.068
H -5.079 -1.381 -1.086 0.083
H -3.952 -3.322 -1.909 0.123
H -3.070 -2.115 -2.783 0.108
H 0.682 -3.843 1.041 0.104
H -1.019 -3.618 0.791 0.118
H -0.114 -5.974 0.783 0.084
H -0.910 -5.546 -0.773 0.080
H 0.841 -5.593 -0.628 0.087
H 0.686 -3.345 -4.288 0.121
H -0.003 -4.206 -2.937 0.104
H -2.214 -3.846 -4.130 0.063
H -1.196 -3.354 -5.550 0.077
H -1.136 -4.972 -4.981 0.087
```

Output
Spin multiplicity: 1
HOMO-LUMO gap in Eh: 0.30128
Lowest unoccupied orbital energy in eV: -1.670
Charge: +1


[3]
Here is 9 unconnected molecules or ions with the total composition C24H60BrFIN2O14PS2 in a non-equilibrium geometry from the OMol25 dataset. Energies are from ωB97M-V with the def2-TZVPD basis set.

XYZ file:
```
106
Properties=species:S:1:pos:R:3:lowdin_charge:R:1
C 7.623 3.477 -0.311 -0.099
C 7.012 2.325 -1.360 -0.283
O 5.635 2.048 -0.925 -0.312
P 4.597 1.578 -2.240 0.803
O 5.492 1.047 -3.474 -0.384
C 3.556 0.069 -1.593 -0.196
C 1.969 0.124 -2.131 -0.187
C 0.878 -0.410 -1.066 -0.139
N 0.040 0.476 -0.245 -0.053
C -0.504 -0.288 0.988 -0.120
C -1.053 -1.820 0.604 -0.122
C -2.300 -1.761 -0.512 -0.260
C -2.926 -3.250 -0.835 -0.462
S -4.539 -3.203 -1.806 0.794
C -5.529 -1.654 -1.443 -0.917
S -5.035 -0.074 -1.910 0.639
N -6.854 -1.826 -0.718 -0.259
C -6.952 -0.968 0.524 -0.268
C -8.296 -1.204 1.431 -0.102
C -8.037 -1.659 -1.645 -0.232
C -8.594 -0.124 -1.796 -0.145
C 0.485 -0.250 2.294 -0.264
C 1.694 -1.345 2.317 -0.163
C 2.157 -1.896 3.785 -0.682
C 3.510 -2.839 3.488 -0.204
I 2.797 -0.393 5.228 0.928
C -0.523 -0.495 3.610 -0.388
O -1.046 -1.792 4.045 -0.235
O -0.861 0.572 4.387 -0.119
O 1.088 1.068 2.584 -0.144
C 1.730 1.681 1.423 -0.252
C 2.173 3.219 1.911 -0.057
C 0.518 1.786 0.275 -0.536
F -0.570 2.472 1.089 -0.086
Br 0.830 3.257 -1.070 0.846
O 3.631 2.870 -2.887 -0.327
C 4.037 4.191 -2.384 -0.296
C 3.726 5.288 -3.606 -0.081
H 8.782 3.351 -0.204 0.084
H 7.034 3.534 0.698 0.086
H 7.436 4.512 -0.872 0.072
H 7.115 2.798 -2.425 0.120
H 7.711 1.367 -1.222 0.143
H 3.641 -0.090 -0.438 0.078
H 4.117 -0.875 -2.067 0.117
H 2.002 -0.697 -3.007 0.141
H 1.721 1.103 -2.720 0.079
H 0.114 -1.049 -1.737 0.158
H 1.449 -1.250 -0.436 0.144
H -0.848 0.680 -0.802 0.197
H -1.532 0.193 1.370 0.194
H -0.203 -2.560 0.299 0.109
H -1.573 -2.316 1.559 0.144
H -3.166 -1.169 0.058 0.101
H -2.042 -1.120 -1.454 0.086
H -3.042 -3.871 0.177 0.111
H -2.155 -3.843 -1.512 0.098
H -6.029 -1.282 1.214 0.137
H -6.833 0.183 0.344 0.096
H -8.217 -2.099 2.193 0.056
H -8.455 -0.223 2.093 0.100
H -9.289 -1.344 0.828 0.075
H -8.944 -2.321 -1.278 0.126
H -7.745 -2.031 -2.728 0.116
H -9.053 0.317 -0.794 0.077
H -7.836 0.637 -2.266 0.041
H -9.512 -0.176 -2.554 0.101
H 2.682 -0.898 1.814 0.106
H 1.469 -2.323 1.668 0.115
H 1.404 -2.622 4.313 0.091
H 4.169 -2.216 2.712 0.073
H 3.247 -3.858 2.978 0.063
H 4.160 -2.923 4.459 0.065
H 2.703 1.180 1.038 0.136
H 1.229 3.853 2.276 0.116
H 2.807 3.039 2.906 0.112
H 2.811 3.783 1.095 0.066
H 5.210 4.290 -2.193 0.115
H 3.511 4.467 -1.376 0.087
H 4.637 5.152 -4.362 0.101
H 3.751 6.365 -3.148 0.055
H 2.697 4.997 -4.106 0.090
O 3.347 -2.923 0.418 -0.070
H 3.399 -3.891 0.433 0.066
H 3.717 -2.682 -0.445 0.036
O -7.753 -4.067 2.702 -0.075
H -7.701 -5.034 2.717 0.047
H -7.383 -3.826 1.839 0.024
O -6.301 -2.963 -4.960 -0.075
H -5.996 -3.065 -4.046 -0.040
H -6.039 -2.060 -5.194 0.042
O -8.693 2.524 -1.599 -0.090
H -7.764 2.797 -1.645 0.048
H -9.079 3.116 -0.937 0.054
O 3.199 -2.776 7.872 -0.115
H 2.305 -2.878 8.232 0.035
H 3.158 -1.945 7.376 -0.108
O 4.956 7.874 -3.060 -0.076
H 5.873 7.562 -3.033 0.054
H 5.034 8.807 -3.310 0.056
O 7.747 -0.639 -5.173 -0.076
H 8.299 0.013 -5.630 0.034
H 7.018 -0.115 -4.809 -0.006
O 2.290 -5.632 4.356 -0.070
H 2.284 -5.820 5.306 0.048
H 1.390 -5.323 4.172 0.041
```

Output
Spin multiplicity: 1
HOMO-LUMO gap in Eh: 0.21309
Lowest unoccupied orbital energy in eV: -1.673
Charge: 0
SMILES: CCOP(=O)(CCC[N@H+]1[C@@H](CCCSC(=S)N(CC)CC)[C@](C[C@@H](C)I)(C(=O)[O-])O[C@H](C)[C@@]1(F)Br)OCC.O.O.O.O.O.O.O.O


[4]
Here is 5 unconnected molecules or ions with the total composition C24H60ClN4O8 in a non-equilibrium geometry from the OMol25 dataset. Energies are from ωB97M-V with the def2-TZVPD basis set.

XYZ file:
```
97
Properties=species:S:1:pos:R:3:lowdin_charge:R:1
Cl 0.933 -1.040 -1.018 -0.888
C -1.481 -2.019 -6.764 -0.110
O -2.501 -1.925 -5.766 -0.194
C -2.263 -2.707 -4.585 -0.224
C -3.407 -2.692 -3.621 -0.202
N -2.917 -3.125 -2.296 -0.053
C -3.836 -2.794 -1.255 -0.262
C -3.230 -2.954 0.099 -0.223
O -4.176 -2.913 1.200 -0.209
C -3.589 -3.226 2.492 -0.095
H -0.518 -1.898 -6.268 0.082
H -1.641 -1.233 -7.502 0.083
H -1.376 -3.008 -7.210 0.076
H -1.318 -2.525 -4.073 0.122
H -2.130 -3.727 -4.946 0.117
H -4.221 -3.319 -3.983 0.118
H -3.811 -1.684 -3.528 0.115
H -2.044 -2.644 -2.131 0.087
H -4.619 -3.549 -1.326 0.123
H -4.272 -1.796 -1.211 0.121
H -2.360 -2.307 0.217 0.120
H -2.879 -3.985 0.127 0.114
H -4.294 -3.247 3.323 0.074
H -2.941 -2.387 2.744 0.080
H -3.080 -4.188 2.426 0.077
C 1.566 -4.897 2.185 -0.101
O 2.714 -5.051 1.367 -0.203
C 3.155 -6.341 0.938 -0.200
C 2.215 -7.162 -0.001 -0.199
N 1.938 -6.287 -1.170 -0.062
C 0.975 -6.849 -2.139 -0.186
C 1.529 -8.170 -2.774 -0.198
O 0.748 -8.627 -3.886 -0.185
C 0.952 -9.893 -4.369 -0.155
H 1.421 -3.851 2.453 0.094
H 1.647 -5.506 3.086 0.077
H 0.682 -5.230 1.641 0.075
H 3.230 -6.951 1.839 0.102
H 4.166 -6.172 0.567 0.122
H 1.292 -7.416 0.520 0.104
H 2.697 -8.091 -0.307 0.102
H 1.560 -5.434 -0.781 0.102
H 0.809 -6.141 -2.951 0.118
H 0.021 -6.974 -1.626 0.108
H 1.624 -8.932 -2.000 0.101
H 2.549 -7.877 -3.023 0.119
H 0.590 -10.647 -3.670 0.083
H 1.993 -10.081 -4.631 0.083
H 0.394 -9.983 -5.301 0.086
C -1.344 9.245 3.165 -0.075
O -0.814 8.169 3.983 -0.205
C -1.537 8.003 5.177 -0.249
C -0.861 6.817 5.914 -0.216
N -1.405 5.592 5.361 -0.064
C -0.650 4.404 5.821 -0.199
C -1.007 3.074 5.153 -0.201
O -1.041 3.332 3.738 -0.224
C -1.157 2.114 2.992 -0.092
H -0.658 9.410 2.334 0.082
H -1.400 10.156 3.761 0.081
H -2.294 8.870 2.782 0.088
H -2.599 7.792 5.048 0.115
H -1.628 8.931 5.740 0.108
H -1.016 6.888 6.991 0.114
H 0.210 6.903 5.727 0.111
H -1.236 5.641 4.366 0.098
H -0.614 4.295 6.905 0.114
H 0.367 4.687 5.550 0.108
H -2.046 2.762 5.259 0.119
H -0.266 2.331 5.447 0.120
H -1.135 2.344 1.926 0.083
H -2.108 1.644 3.241 0.084
H -0.268 1.487 3.059 0.093
C 2.865 1.539 -3.904 -0.142
O 3.186 2.631 -3.053 -0.187
C 2.517 3.793 -3.679 -0.162
C 1.917 4.779 -2.524 -0.187
N 1.374 4.070 -1.332 -0.044
C 0.912 5.031 -0.282 -0.203
C 1.947 5.794 0.484 -0.236
O 2.746 4.936 1.306 -0.164
C 3.532 5.608 2.273 -0.109
H 3.405 0.617 -3.687 0.087
H 3.009 1.801 -4.953 0.069
H 1.803 1.326 -3.789 0.078
H 1.632 3.483 -4.234 0.094
H 3.196 4.331 -4.341 0.104
H 1.180 5.401 -3.032 0.092
H 2.654 5.478 -2.128 0.089
H 0.578 3.589 -1.727 0.105
H 0.370 4.367 0.391 0.115
H 0.158 5.666 -0.748 0.109
H 1.384 6.515 1.077 0.110
H 2.464 6.463 -0.204 0.108
H 2.926 6.364 2.772 0.075
H 4.356 6.099 1.756 0.081
H 3.899 4.891 3.008 0.087
```

Output
Energy above the lowest of the compared OMol25 structures with the same formula, charge and spin in kJ/mol: 285.67
Spin multiplicity: 1
HOMO-LUMO gap in Eh: 0.23146
Lowest unoccupied orbital energy in eV: 2.302
Charge: -1